No. 1
Below is a molecular structure, C30H58BINO4 in a non-equilibrium geometry, with properties calculated with wB97M-V/def2-TZVPD.

Element x y z (Å)
C1 -4.36657 7.65653 -2.64273
C2 -4.09750 7.01344 -4.13637
C3 -3.38743 8.24602 -5.01820
C4 -5.45304 6.60988 -4.96353
C5 -2.96324 5.84240 -4.02260
C6 -3.51872 4.33076 -3.74432
C7 -4.68070 4.20267 -2.59717
C8 -3.97848 3.51522 -5.12596
C9 -2.20672 3.46396 -3.17304
C10 -0.65024 3.87212 -3.62906
C11 0.69557 3.06448 -3.06010
C12 0.56534 1.81134 -2.01330
O1 1.66129 1.02799 -1.42686
C13 2.98668 1.57300 -1.75363
C14 4.16643 0.80422 -0.90667
O2 4.94996 0.01275 -1.90380
C15 6.12642 -0.47994 -1.15478
C16 7.50357 0.36956 -1.56573
B1 8.76648 -0.62473 -1.97482
I1 10.25812 0.65447 -3.01534
O3 8.39668 -1.72778 -2.88446
N1 9.42918 -1.81888 -3.74675
O4 9.65649 -3.01672 -3.99000
C17 -0.98595 1.35935 -1.59039
C18 -2.32941 2.17265 -2.16082
H1 -4.64095 6.87747 -1.81514
H2 -5.12839 8.54257 -2.70534
H3 -3.32411 8.13347 -2.30989
H4 -2.22615 8.15196 -4.77176
H5 -3.79483 9.30470 -4.72763
H6 -3.49621 7.97546 -6.15748
H7 -5.27516 5.86754 -5.86814
H8 -5.84124 7.61882 -5.47058
H9 -6.36014 6.26559 -4.26829
H10 -2.27681 6.12782 -3.08928
H11 -2.27344 5.80564 -4.97087
H12 -4.98692 3.06096 -2.42915
H13 -4.28353 4.68517 -1.57921
H14 -5.68131 4.76167 -2.84596
H15 -3.49993 3.98766 -6.09483
H16 -3.80166 2.35381 -5.03845
H17 -5.15731 3.65267 -5.24609
H18 -0.41841 4.76306 -4.38627
H19 1.75341 3.44397 -3.41030
H20 3.12770 1.47293 -2.93292
H21 3.06629 2.73434 -1.53401
H22 4.86556 1.60267 -0.38727
H23 3.63008 0.09096 -0.11633
H24 5.95884 -0.28147 -0.00457
H25 6.25637 -1.63550 -1.29765
H26 7.20285 1.09608 -2.46376
H27 7.84224 0.98778 -0.62937
H28 9.31571 -1.08906 -1.01765
H29 -1.10685 0.44455 -0.87064
H30 -3.35821 1.76847 -1.77699
C19 -1.86271 -5.97497 1.17776
C20 -0.45485 -5.44472 0.95794
C21 -0.14803 -4.18708 1.77459
C22 -1.01506 -2.96473 1.45025
C23 -0.97783 -2.50279 -0.00878
C24 0.40297 -2.05553 -0.46231
H31 -2.62075 -5.25557 0.85628
H32 -2.01254 -6.89373 0.60088
H33 -2.03144 -6.20794 2.23361
H34 -0.29356 -5.25865 -0.11047
H35 0.25934 -6.22647 1.24482
H36 0.90902 -3.92990 1.63989
H37 -0.26567 -4.41923 2.84113
H38 -0.69527 -2.13473 2.09338
H39 -2.05573 -3.17288 1.72579
H40 -1.67106 -1.66059 -0.12309
H41 -1.34494 -3.29383 -0.67106
H42 0.77213 -1.23599 0.16152
H43 0.36130 -1.70015 -1.49734
H44 1.12637 -2.87431 -0.42307
C25 1.40817 -4.20510 5.49766
C26 0.62014 -5.44103 5.90147
C27 -0.75516 -5.11589 6.48931
C28 -0.73928 -4.29696 7.78552
C29 0.04474 -4.91835 8.94429
C30 -0.52117 -6.25224 9.40560
H45 1.62878 -3.56707 6.35775
H46 2.36337 -4.49836 5.04939
H47 0.85633 -3.61428 4.76012
H48 1.20862 -6.03925 6.60714
H49 0.47719 -6.06751 5.01233
H50 -1.29593 -6.05437 6.65802
H51 -1.33942 -4.56455 5.74103
H52 -1.77711 -4.13685 8.10495
H53 -0.33189 -3.29968 7.58133
H54 0.02365 -4.22051 9.79018
H55 1.09876 -5.03923 8.67307
H56 -1.56344 -6.14583 9.72095
H57 0.05326 -6.62891 10.25853
H58 -0.47304 -7.00673 8.61587

Values from the calculation:
Kohn-Sham gap, hartree: 0.226
Net charge: -1
LUMO energy, eV: 1.7
Highest occupied orbital energy, eV: -4.46

No. 2
Below is a molecular structure, C30H58ClF9GaN8O3P2 in a non-equilibrium geometry, with properties calculated with wB97M-V/def2-TZVPD.

Element x y z (Å)
C1 0.57984 -2.25176 -2.78427
C2 -0.49394 -2.19836 -3.86673
Cl1 -0.96724 -0.50079 -4.28333
C3 -1.70583 -3.07497 -3.57073
Ga1 -2.67453 -2.73529 -1.79792
C4 -2.50994 -0.85061 -1.04984
C5 -1.38652 -0.69119 0.00702
C6 -0.58968 0.58207 -0.13602
F1 -1.34734 1.63701 0.27787
F2 -0.31284 0.84029 -1.43759
C7 0.79505 0.62748 0.59413
F3 1.74435 0.30353 -0.31050
F4 1.06877 1.88422 1.00276
C8 1.04456 -0.32402 1.80170
F5 2.23189 0.08167 2.32528
F6 1.23116 -1.58714 1.40518
C9 0.00541 -0.27838 2.97977
F7 -0.69402 -1.41290 3.04127
F8 0.66985 -0.17625 4.14812
F9 -0.80544 0.78133 2.89033
C10 -4.71150 -3.01988 -2.13815
C11 -4.95484 -4.36624 -2.66130
O1 -5.51945 -5.25772 -2.04769
N1 -4.45927 -4.62375 -4.00768
C12 -3.99664 -6.01042 -4.09848
C13 -5.58185 -4.42918 -4.93819
C14 -2.12800 -4.16801 -0.45638
C15 -0.84079 -4.69076 -0.34017
C16 -0.50524 -5.63723 0.60923
N2 -1.37983 -6.13000 1.48267
C17 -2.61939 -5.66967 1.36016
C18 -3.03933 -4.72296 0.44545
H1 1.26162 -3.07599 -2.99414
H2 1.15764 -1.33256 -2.69135
H3 0.10653 -2.41931 -1.81613
H4 -0.03100 -2.56077 -4.78740
H5 -2.42509 -2.91180 -4.37368
H6 -1.37321 -4.11718 -3.61328
H7 -2.43063 -0.12030 -1.85131
H8 -3.46171 -0.64767 -0.55089
H9 -1.86990 -0.64525 0.98346
H10 -0.76100 -1.58467 -0.00072
H11 -5.29028 -2.90108 -1.22239
H12 -5.01038 -2.28893 -2.89496
H13 -3.34744 -6.12394 -4.96847
H14 -4.82520 -6.72447 -4.17070
H15 -3.42634 -6.27034 -3.20832
H16 -6.54333 -4.69865 -4.48749
H17 -5.63435 -3.37713 -5.23004
H18 -5.40532 -5.00530 -5.84479
H19 -0.06247 -4.35306 -1.01571
H20 0.51922 -5.99082 0.66564
H21 -3.35309 -6.08131 2.04825
H22 -4.07932 -4.42065 0.42692
O2 4.91505 -2.35163 -2.73857
P1 5.59640 -1.03536 -2.58463
N3 7.06417 -1.31446 -3.42878
C19 8.27351 -0.53910 -3.24053
C20 6.88683 -1.62593 -4.84354
N4 5.86158 -1.10052 -0.86425
C21 7.17164 -1.40074 -0.31942
C22 4.84094 -1.86414 -0.14472
N5 5.67163 0.69797 -2.60611
C23 5.36430 1.46618 -1.38951
C24 4.80734 1.23131 -3.69268
H23 8.21685 0.46881 -3.67530
H24 9.10061 -1.06476 -3.72441
H25 8.54434 -0.44048 -2.19626
H26 6.70535 -0.72568 -5.44958
H27 6.04773 -2.30668 -4.98012
H28 7.77916 -2.11893 -5.23504
H29 7.61219 -2.31727 -0.73601
H30 7.09364 -1.52166 0.76277
H31 7.86985 -0.57432 -0.46684
H32 5.02322 -2.94377 -0.19162
H33 3.84370 -1.67953 -0.53942
H34 4.83435 -1.55982 0.90545
H35 4.40510 1.20567 -0.93809
H36 5.33926 2.52414 -1.66259
H37 6.14790 1.34810 -0.64800
H38 3.74390 1.09742 -3.47525
H39 5.02464 0.72040 -4.63435
H40 5.00282 2.29254 -3.84384
O3 -3.03192 6.46926 2.60905
P2 -2.67183 5.84961 3.90606
N6 -3.14261 4.23026 3.76604
C25 -3.28533 3.32409 4.88986
C26 -2.54025 3.52416 2.63217
N7 -3.73432 6.69258 4.99175
C27 -4.87949 6.02550 5.58781
C28 -4.11694 8.01603 4.51311
N8 -1.41412 5.66538 5.07297
C29 -1.30416 6.60607 6.19395
C30 -0.09783 5.60960 4.39057
H41 -2.32329 3.00978 5.31614
H42 -3.80636 2.42815 4.54658
H43 -3.88812 3.74069 5.68727
H44 -1.50933 3.21619 2.84594
H45 -2.53108 4.15123 1.74277
H46 -3.11474 2.62901 2.39224
H47 -5.52161 5.52950 4.84856
H48 -5.48341 6.75746 6.12797
H49 -4.57438 5.29532 6.33723
H50 -4.92969 7.98059 3.77856
H51 -3.27445 8.52458 4.04863
H52 -4.44228 8.62286 5.36309
H53 -1.28189 7.65469 5.88526
H54 -0.37576 6.38587 6.72605
H55 -2.11510 6.46370 6.90122
H56 0.18795 6.57886 3.96893
H57 -0.12387 4.88344 3.57529
H58 0.67581 5.28881 5.08770

Values from the calculation:
Kohn-Sham gap, hartree: 0.282
Net charge: -1
LUMO energy, eV: 2.0
Energy relative to the best compared isomer or geometry (same formula, charge and spin), kcal per mole: 0.0
Highest occupied orbital energy, eV: -5.64